{"formula": "C23H55N3O2P4Re", "method": "ωB97M-V with the def2-TZVPD basis set", "symbols": ["Re", "P", "P", "P", "H", "C", "C", "H", "C", "C", "C", "C", "C", "C", "C", "C", "C", "H", "H", "H", "H", "H", "H", "H", "H", "H", "H", "H", "H", "H", "H", "H", "H", "H", "H", "H", "H", "H", "H", "H", "H", "H", "H", "H", "H", "H", "C", "C", "C", "C", "C", "C", "O", "H", "H", "H", "H", "H", "H", "C", "N", "C", "P", "O", "N", "C", "C", "N", "C", "C", "H", "H", "H", "H", "H", "H", "H", "H", "H", "H", "H", "H", "H", "H", "H", "H", "H", "H"], "xyz": [[0.663, -0.785, -0.583], [-1.781, -0.506, -0.073], [0.706, -2.826, -0.279], [-0.002, -0.335, -2.697], [2.106, 2.540, -0.261], [1.397, 3.120, -0.917], [0.128, 3.338, -0.568], [-0.162, 2.747, 0.371], [-2.383, -0.272, 1.657], [-2.814, -2.000, -0.481], [-2.867, 0.780, -0.849], [2.451, -3.234, 0.134], [-0.164, -3.602, 1.134], [0.347, -3.897, -1.722], [-0.440, 1.280, -3.435], [-1.381, -1.276, -3.454], [1.351, -0.788, -3.821], [1.725, 2.720, -1.906], [-0.645, 2.770, -1.198], [-1.784, 0.467, 2.204], [-2.353, -1.220, 2.223], [-3.426, 0.097, 1.609], [-2.386, -2.910, -0.046], [-2.899, -2.127, -1.564], [-3.814, -1.812, -0.056], [-2.476, 1.790, -0.643], [-3.862, 0.674, -0.388], [-2.965, 0.642, -1.945], [3.054, -3.467, -0.762], [2.545, -4.079, 0.837], [2.919, -2.379, 0.621], [-0.564, -4.619, 0.874], [-1.015, -2.971, 1.457], [0.523, -3.681, 1.997], [0.639, -4.944, -1.544], [0.883, -3.513, -2.599], [-0.729, -3.846, -1.936], [-0.483, 1.111, -4.514], [0.296, 2.057, -3.200], [-1.430, 1.609, -3.082], [-1.252, -1.144, -4.535], [-2.341, -0.839, -3.167], [-1.361, -2.337, -3.223], [0.986, -0.615, -4.827], [1.666, -1.827, -3.722], [2.217, -0.144, -3.690], [3.653, -0.272, -1.659], [4.679, -1.255, -1.484], [5.565, -1.442, -2.548], [5.560, -0.484, -3.566], [4.801, 0.677, -3.529], [3.968, 0.874, -2.447], [2.549, -0.501, -0.971], [1.216, 0.302, -1.730], [4.684, -1.925, -0.620], [6.250, -2.280, -2.534], [6.173, -0.726, -4.450], [4.881, 1.409, -4.335], [3.460, 1.844, -2.315], [1.601, 3.396, 2.395], [0.577, 2.422, 2.818], [-0.815, 2.942, 2.908], [0.895, 0.770, 2.818], [0.824, 0.025, 1.522], [2.470, 0.628, 3.410], [3.364, -0.430, 2.955], [2.808, 1.190, 4.719], [-0.119, 0.105, 3.969], [-0.399, 0.786, 5.239], [-0.176, -1.374, 4.131], [1.590, 3.546, 1.318], [2.576, 3.045, 2.738], [1.415, 4.373, 2.900], [-1.357, 2.918, 1.937], [-0.790, 3.997, 3.236], [-1.396, 2.372, 3.644], [3.515, -0.356, 1.883], [4.309, -0.229, 3.457], [3.036, -1.434, 3.229], [3.903, 1.260, 4.716], [2.379, 2.205, 4.829], [2.487, 0.554, 5.560], [-0.176, 1.863, 5.155], [-1.472, 0.648, 5.442], [0.183, 0.348, 6.075], [0.609, -1.762, 4.830], [-1.162, -1.607, 4.573], [-0.090, -1.895, 3.167]], "mulliken_spin": [0.932, 0.013, -0.014, -0.047, 0.000, -0.001, 0.001, 0.001, 0.012, 0.006, 0.001, 0.005, 0.030, 0.037, 0.005, 0.001, 0.026, 0.002, 0.000, -0.004, 0.001, -0.001, 0.001, -0.001, -0.001, 0.000, 0.000, 0.000, -0.006, 0.000, -0.008, 0.002, -0.001, -0.001, 0.004, -0.007, 0.002, -0.001, -0.001, 0.000, -0.001, 0.000, -0.002, 0.002, 0.009, -0.009, 0.223, 0.098, 0.048, 0.258, 0.095, 0.057, 0.170, -0.001, 0.010, 0.003, -0.008, 0.002, -0.009, 0.005, 0.004, 0.002, -0.085, 0.073, 0.531, -0.020, -0.007, 0.418, -0.012, -0.017, 0.000, -0.001, 0.001, -0.001, 0.001, -0.001, 0.010, 0.008, 0.035, 0.015, 0.005, 0.032, 0.001, 0.023, 0.022, 0.011, 0.013, 0.002], "relative_energy_kj_mol": 579.99, "homo_energy_ev": [-19.82, -19.72], "energy_ev": -72547.640, "multiplicity": 4, "charge": 4, "lumo_ev": [-13.16, -14.86]}